# 1
175
Properties=species:S:1:pos:R:3 method="wB97M-V/def2-TZVPD" homo_lumo_gap_ev=7.36 multiplicity=1 energy_ev=-135914.8017 charge=-1 homo_ev=-6.897
C -18.073 11.167 17.142
C -19.115 11.231 18.330
O -20.313 11.171 17.957
O -18.746 11.487 19.493
H -17.163 11.673 17.570
H -18.496 11.836 16.306
H -17.735 10.183 16.879
O -18.852 14.807 14.333
C -18.898 14.967 15.561
O -17.950 15.695 16.164
C -18.013 15.678 17.563
C -19.457 15.144 17.860
C -19.825 14.374 16.610
H -17.770 16.708 18.019
H -17.202 15.025 17.921
H -20.293 15.808 18.033
H -19.529 14.433 18.692
H -20.891 14.417 16.285
H -19.461 13.385 16.782
O -22.189 7.053 20.484
C -22.875 7.964 20.107
O -23.412 8.889 20.984
C -24.152 9.816 20.266
C -24.545 9.065 18.981
C -23.207 8.363 18.698
H -23.537 10.669 20.000
H -25.056 10.118 20.794
H -24.817 9.691 18.166
H -25.418 8.345 19.183
H -22.484 9.075 18.283
H -23.178 7.470 18.043
O -14.914 15.399 16.275
C -15.322 15.142 15.155
O -15.789 13.873 14.895
C -16.150 13.629 13.583
C -16.159 14.978 12.924
C -15.369 15.880 13.880
H -17.151 13.139 13.686
H -15.538 12.815 13.133
H -17.151 15.332 12.906
H -15.629 15.022 11.917
H -15.891 16.815 14.144
H -14.398 16.058 13.543
O -16.280 17.576 21.334
C -15.702 16.608 20.929
O -15.853 15.485 21.651
C -14.839 14.500 21.169
C -13.857 15.299 20.332
C -14.563 16.605 19.954
H -15.451 13.826 20.545
H -14.264 13.993 21.988
H -13.621 14.745 19.398
H -12.857 15.597 20.757
H -14.964 16.485 18.910
H -13.990 17.614 20.076
O -16.373 6.989 12.310
C -16.686 6.909 13.494
O -17.565 6.004 14.041
C -17.497 5.950 15.509
C -16.961 7.346 15.860
C -16.070 7.759 14.672
H -16.761 5.138 15.695
H -18.506 5.675 15.802
H -16.455 7.425 16.834
H -17.724 8.069 15.920
H -15.020 7.469 14.720
H -16.065 8.836 14.425
O -15.757 8.718 19.829
C -16.641 9.068 20.561
O -17.785 8.333 20.691
C -18.774 9.020 21.463
C -17.991 10.002 22.346
C -16.762 10.265 21.495
H -19.376 8.343 22.056
H -19.409 9.596 20.733
H -17.678 9.520 23.256
H -18.612 10.763 22.713
H -15.831 10.482 22.027
H -16.975 11.043 20.759
O -14.208 11.645 20.541
C -13.878 10.911 19.651
O -13.035 9.859 19.746
C -13.024 9.063 18.505
C -14.034 9.795 17.525
C -14.323 11.087 18.256
H -13.296 8.027 18.725
H -12.050 9.261 17.998
H -14.904 9.144 17.530
H -13.702 10.130 16.536
H -15.375 11.254 18.389
H -13.794 11.904 17.814
C -13.344 9.876 12.761
C -12.817 10.909 13.484
C -12.777 12.158 13.011
C -13.246 12.382 11.693
C -13.788 11.367 11.005
C -13.799 10.085 11.488
N -13.410 13.775 11.202
O -12.818 14.639 11.842
O -14.062 13.906 10.188
H -13.411 8.903 13.189
H -12.483 10.807 14.526
H -12.279 12.884 13.639
H -14.128 11.524 9.940
H -14.262 9.329 10.845
C -19.937 7.765 17.723
C -19.576 6.576 18.366
C -20.032 5.328 17.814
C -20.645 5.356 16.593
C -21.016 6.517 15.940
C -20.706 7.742 16.490
N -20.866 4.046 15.879
O -20.324 3.075 16.352
O -21.522 4.082 14.835
H -19.753 8.717 18.172
H -19.110 6.676 19.333
H -19.839 4.416 18.300
H -21.442 6.363 14.935
H -21.133 8.668 16.063
C -18.421 9.071 11.170
C -19.608 9.218 10.512
C -19.916 10.418 9.901
C -18.855 11.318 9.723
C -17.618 11.142 10.267
C -17.399 9.996 11.053
N -19.109 12.543 8.968
O -20.255 12.823 8.700
O -18.094 13.166 8.518
H -18.255 8.168 11.762
H -20.445 8.520 10.703
H -20.862 10.679 9.574
H -16.879 11.894 10.157
H -16.480 9.902 11.641
C -20.376 13.736 21.025
C -19.332 14.517 21.510
C -19.440 15.318 22.666
C -20.675 15.292 23.313
C -21.805 14.564 22.796
C -21.621 13.729 21.709
N -20.921 16.175 24.552
O -19.933 16.783 24.910
O -22.023 16.231 24.995
H -20.169 13.153 20.132
H -18.379 14.466 20.986
H -18.478 15.744 23.034
H -22.776 14.546 23.311
H -22.561 13.218 21.428
C -20.371 12.572 12.784
C -21.467 12.594 11.942
C -22.259 11.461 11.790
C -21.917 10.370 12.494
C -20.828 10.325 13.379
C -20.026 11.461 13.495
N -22.605 9.100 12.164
O -22.549 8.235 12.996
O -23.188 9.008 11.114
H -19.825 13.492 12.867
H -21.774 13.552 11.548
H -23.156 11.453 11.186
H -20.618 9.361 13.805
H -19.149 11.424 14.132
C -23.076 12.746 17.400
C -24.094 13.707 17.301
C -24.803 13.803 16.087
C -24.645 12.829 15.146
C -23.741 11.833 15.248
C -22.953 11.831 16.356
N -25.522 12.941 13.940
O -25.046 12.528 12.884
O -26.614 13.491 14.051
H -22.385 12.621 18.295
H -24.297 14.432 18.137
H -25.637 14.476 15.907
H -23.642 11.203 14.358
H -22.239 11.051 16.331



# 2
262
Properties=species:S:1:pos:R:3 method="wB97M-V/def2-TZVPD" homo_lumo_gap_ev="2.19 / 5.62" multiplicity=2 energy_ev=-283085.9370 charge=-2 homo_ev="-0.394 / -3.830"
C -7.625 -6.824 -0.017
C -6.391 -5.897 -0.203
C -6.697 -4.923 -1.395
N -5.652 -3.806 -1.649
C -5.835 -2.740 -0.541
C -4.181 -4.379 -1.613
C -3.413 -3.672 -2.741
C -4.507 -3.536 -3.813
C -5.745 -3.125 -3.043
H -8.484 -6.211 0.255
H -7.379 -7.530 0.776
H -7.840 -7.440 -0.890
H -5.370 -6.274 -0.148
H -6.309 -5.343 0.732
H -7.614 -4.339 -1.475
H -6.635 -5.434 -2.355
H -6.746 -2.146 -0.620
H -4.948 -2.126 -0.691
H -5.898 -3.302 0.391
H -3.702 -4.332 -0.635
H -4.333 -5.413 -1.923
H -3.111 -2.725 -2.294
H -2.624 -4.309 -3.139
H -4.258 -2.748 -4.523
H -4.659 -4.493 -4.313
H -5.666 -2.048 -2.894
H -6.654 -3.409 -3.573
C -0.192 0.771 -5.728
C 0.148 1.186 -7.152
C -0.677 0.509 -8.272
N -0.306 0.838 -9.757
C 1.049 0.156 -10.225
C -0.364 2.386 -9.994
C -0.686 2.659 -11.471
C -1.393 1.369 -11.998
C -1.423 0.447 -10.734
H -0.122 -0.309 -5.599
H -1.157 1.129 -5.369
H 0.654 1.114 -5.132
H 1.172 0.874 -7.358
H 0.352 2.245 -7.309
H -1.669 0.957 -8.212
H -0.829 -0.568 -8.198
H 1.069 0.414 -11.284
H 0.875 -0.919 -10.181
H 1.899 0.681 -9.789
H 0.567 2.881 -9.716
H -1.086 2.793 -9.286
H 0.250 2.753 -12.023
H -1.282 3.564 -11.594
H -0.781 0.824 -12.717
H -2.286 1.525 -12.604
H -1.347 -0.604 -11.016
H -2.413 0.485 -10.280
C 3.217 6.869 4.135
C 3.548 6.761 2.619
C 4.395 5.487 2.526
N 4.693 5.005 1.074
C 5.560 6.051 0.323
C 3.393 4.631 0.323
C 3.822 3.695 -0.812
C 5.032 2.980 -0.249
C 5.405 3.609 1.140
H 2.818 5.933 4.525
H 2.316 7.477 4.215
H 3.931 7.325 4.821
H 4.048 7.633 2.197
H 2.605 6.640 2.086
H 3.941 4.610 2.988
H 5.380 5.579 2.983
H 5.989 5.597 -0.570
H 6.356 6.376 0.993
H 4.987 6.953 0.111
H 2.955 5.594 0.059
H 2.702 4.217 1.057
H 4.116 4.194 -1.735
H 3.030 2.995 -1.080
H 5.767 2.839 -1.042
H 4.771 1.953 0.007
H 6.442 3.806 1.411
H 5.114 3.023 2.012
C -4.952 1.490 1.283
C -5.419 1.037 2.688
C -4.229 0.500 3.614
N -4.604 0.124 5.055
C -5.774 -0.807 5.145
C -3.455 -0.610 5.820
C -2.491 0.485 6.442
C -3.289 1.780 6.243
C -4.701 1.409 5.813
H -5.853 1.569 0.675
H -4.234 0.781 0.870
H -4.547 2.499 1.367
H -6.313 0.417 2.618
H -5.791 1.914 3.217
H -3.322 1.105 3.624
H -3.928 -0.495 3.287
H -5.536 -1.580 4.414
H -6.686 -0.355 4.756
H -5.939 -1.242 6.131
H -3.912 -1.148 6.650
H -2.808 -1.268 5.241
H -2.342 0.329 7.510
H -1.560 0.420 5.880
H -3.415 2.461 7.085
H -2.737 2.338 5.486
H -5.298 1.193 6.699
H -5.198 2.207 5.261
C 6.415 -6.714 5.008
C 5.147 -6.528 4.289
C 3.995 -6.074 5.108
N 2.831 -5.268 4.394
C 2.257 -6.096 3.192
C 1.578 -7.357 3.761
C 0.406 -7.030 4.727
C 0.929 -6.201 5.863
C 1.714 -4.960 5.429
C 3.353 -3.898 3.863
H 6.982 -7.444 4.429
H 6.273 -7.172 5.986
H 6.944 -5.789 5.238
H 4.885 -7.472 3.812
H 5.343 -5.880 3.435
H 4.273 -5.245 5.759
H 3.520 -6.878 5.671
H 3.087 -6.311 2.519
H 1.615 -5.560 2.493
H 2.338 -7.986 4.224
H 1.257 -7.997 2.940
H -0.119 -7.904 5.112
H -0.371 -6.629 4.077
H 1.554 -6.906 6.411
H 0.117 -5.960 6.549
H 2.044 -4.446 6.332
H 1.081 -4.191 4.984
H 2.515 -3.409 3.366
H 4.158 -4.138 3.169
H 3.587 -3.368 4.787
C -1.052 -1.059 -2.630
C -1.124 -0.321 -1.242
C 0.339 -0.001 -0.737
N 0.792 -0.610 0.629
C -0.081 -0.073 1.725
C 0.461 -0.355 3.104
C 1.907 0.209 3.215
C 2.808 -0.396 2.247
C 2.245 -0.156 0.839
C 0.687 -2.159 0.700
H -1.948 -0.862 -3.217
H -0.859 -2.120 -2.473
H -0.213 -0.612 -3.164
H -1.588 -1.007 -0.534
H -1.673 0.616 -1.342
H 0.630 1.049 -0.742
H 1.021 -0.389 -1.494
H -0.158 0.993 1.513
H -1.104 -0.426 1.595
H -0.251 0.139 3.765
H 0.374 -1.422 3.308
H 2.011 1.293 3.163
H 2.367 -0.092 4.156
H 3.856 -0.096 2.287
H 2.886 -1.471 2.414
H 2.200 0.928 0.730
H 2.862 -0.596 0.056
H 1.381 -2.536 1.451
H 0.948 -2.625 -0.250
H -0.371 -2.381 0.836
C -3.931 3.234 -7.185
C -2.788 4.071 -6.610
C -2.939 4.489 -5.085
N -1.651 5.180 -4.444
C -0.406 4.230 -4.723
C 0.801 4.450 -3.766
C 0.352 4.531 -2.272
C -0.746 5.596 -2.014
C -1.958 5.379 -2.928
C -1.376 6.573 -5.096
H -4.151 2.266 -6.737
H -3.857 3.054 -8.258
H -4.849 3.798 -7.019
H -2.657 4.953 -7.236
H -1.833 3.572 -6.770
H -3.109 3.548 -4.560
H -3.832 5.103 -4.965
H -0.712 3.216 -4.466
H -0.042 4.246 -5.750
H 1.548 3.665 -3.885
H 1.328 5.392 -3.911
H 0.025 3.563 -1.893
H 1.175 4.850 -1.633
H -1.049 5.829 -0.994
H -0.244 6.545 -2.203
H -2.524 4.473 -2.712
H -2.685 6.187 -2.843
H -2.269 7.193 -5.029
H -1.017 6.296 -6.088
H -0.567 6.989 -4.496
C 2.737 -4.560 -2.241
F 1.732 -3.706 -2.432
F 2.390 -5.697 -2.840
F 3.903 -4.125 -2.699
S 2.752 -5.123 -0.355
O 3.151 -3.958 0.388
O 1.338 -5.572 -0.154
O 3.779 -6.136 -0.387
C 1.733 0.113 7.466
F 1.892 1.137 6.602
F 0.489 -0.389 7.247
F 2.659 -0.867 7.225
S 1.766 0.683 9.371
O 0.877 1.836 9.392
O 1.260 -0.461 10.117
O 3.176 0.954 9.674
C -3.343 -5.040 2.859
F -2.997 -6.331 3.042
F -3.464 -4.912 1.574
F -4.519 -4.874 3.421
S -1.906 -3.748 3.426
O -2.324 -2.490 2.803
O -1.990 -3.798 4.889
O -0.614 -4.229 2.908
C 5.169 1.954 6.399
F 5.973 0.954 6.484
F 4.310 1.565 5.451
F 4.515 2.123 7.609
S 5.867 3.603 5.766
O 7.072 3.885 6.535
O 6.157 3.467 4.348
O 4.818 4.595 6.105
C 3.333 -0.364 -4.735
F 2.400 -1.320 -4.603
F 4.507 -1.013 -4.973
F 3.003 0.412 -5.789
S 3.557 0.657 -3.184
O 4.879 1.231 -3.265
O 2.502 1.663 -3.166
O 3.381 -0.249 -2.061
C 7.354 -0.335 2.967
F 6.593 -0.246 4.023
F 6.544 -0.128 1.846
F 8.247 0.575 3.133
S 8.182 -2.051 2.984
O 9.157 -1.945 4.106
O 7.092 -2.977 3.150
O 8.741 -2.256 1.653
C -0.145 4.952 2.719
F 0.665 4.125 3.457
F -0.955 5.632 3.516
F 0.492 5.801 1.936
S -1.314 3.724 1.710
O -2.394 4.572 1.114
O -0.367 3.264 0.701
O -1.860 2.608 2.549
C -5.565 2.187 -2.696
F -6.682 1.776 -2.005
F -5.906 3.102 -3.629
F -4.706 2.810 -1.936
S -4.631 0.683 -3.481
O -4.046 -0.031 -2.336
O -5.663 -0.075 -4.255
O -3.598 1.229 -4.363